No. 1
11
Properties=species:S:1:pos:R:3 method="wB97M-V/def2-TZVPD" e_homo_ha=-0.3550 homo_lumo_gap_ha=0.331 lumo_energy_ev=-0.653
C -0.88 -0.08 -0.85
C 1.44 0.08 -0.36
C 1.01 -0.09 1.08
H -2.51 -1.08 -1.00
H 2.50 0.23 -0.66
H 1.67 -0.66 1.74
N -1.54 -1.10 -1.30
N 0.50 -0.01 -1.24
N -0.02 0.37 1.66
N -0.79 1.27 0.97
N -1.38 1.07 -0.06


No. 2
171
Properties=species:S:1:pos:R:3 method="wB97M-V/def2-TZVPD" s2=12.035 e_homo_ha="-0.2483 / -0.2537" homo_lumo_gap_ha="0.246 / 0.166" lumo_energy_ev="-0.073 / -2.393" spin_multiplicity=7
Ag 16.18 -14.94 15.26
Mn 19.95 -13.03 14.16
C 17.41 -12.89 13.73
O 16.25 -12.76 14.08
O 18.19 -12.00 13.33
O 18.00 -13.91 13.99
C 21.16 -13.82 18.00
C 20.15 -14.15 17.20
C 18.68 -14.32 17.80
O 17.75 -14.73 17.04
C 18.43 -14.04 19.14
C 19.51 -13.65 20.02
C 20.94 -13.53 19.39
O 21.81 -12.98 20.05
O 19.43 -13.40 21.20
O 20.47 -14.21 15.91
H 22.21 -13.69 17.76
H 17.45 -14.11 19.60
C 19.34 -8.45 9.90
C 20.12 -9.48 10.79
C 21.58 -9.67 10.43
O 21.81 -9.92 9.05
C 23.18 -9.96 8.71
N 20.11 -8.97 12.13
H 19.40 -8.71 8.84
H 19.71 -7.46 10.17
H 18.28 -8.60 10.06
H 19.64 -10.44 10.57
H 21.88 -10.56 10.99
H 22.18 -8.86 10.84
H 23.66 -10.76 9.26
H 23.72 -9.04 8.95
H 23.30 -10.24 7.66
H 20.53 -8.05 12.14
H 19.16 -8.84 12.44
C 22.78 -9.93 15.26
C 21.70 -10.97 15.26
C 20.39 -10.44 16.01
O 19.40 -11.46 16.00
C 18.06 -11.13 16.36
N 21.45 -11.42 13.86
H 22.29 -9.12 14.72
H 23.74 -10.16 14.79
H 23.07 -9.58 16.26
H 22.12 -11.86 15.74
H 19.91 -9.54 15.62
H 20.65 -10.10 17.01
H 17.40 -11.99 16.21
H 17.61 -10.32 15.78
H 18.10 -10.81 17.40
H 21.10 -10.57 13.44
H 22.29 -11.56 13.33
C 20.04 -19.09 15.62
C 20.56 -17.65 15.95
C 21.73 -17.39 16.96
O 21.33 -17.83 18.22
C 22.27 -17.37 19.22
N 20.96 -17.06 14.69
H 20.78 -19.88 15.50
H 19.64 -19.12 14.60
H 19.28 -19.61 16.19
H 19.64 -17.17 16.28
H 22.15 -16.39 16.88
H 22.58 -18.00 16.64
H 21.99 -18.07 20.01
H 22.06 -16.32 19.46
H 23.34 -17.55 19.15
H 21.26 -16.13 14.93
H 21.81 -17.47 14.35
C 16.22 -18.49 13.76
C 17.04 -17.29 13.40
C 16.23 -16.36 12.53
O 15.37 -15.53 13.25
C 14.56 -14.74 12.38
N 17.50 -16.76 14.64
H 15.99 -19.14 12.92
H 15.23 -18.12 14.01
H 16.51 -19.15 14.58
H 17.99 -17.54 12.93
H 15.81 -16.96 11.72
H 16.99 -15.66 12.16
H 13.98 -15.34 11.67
H 15.17 -14.16 11.69
H 13.94 -13.98 12.87
H 18.10 -16.03 14.31
H 18.21 -17.47 14.74
C 15.05 -9.62 14.23
C 13.97 -10.09 15.29
C 12.75 -9.05 15.13
O 13.10 -7.76 15.57
C 12.19 -6.70 15.18
N 13.68 -11.41 15.02
H 15.94 -10.23 14.06
H 15.46 -8.72 14.67
H 14.55 -9.26 13.33
H 14.50 -10.04 16.24
H 11.81 -9.41 15.52
H 12.56 -8.99 14.05
H 11.32 -7.01 14.60
H 12.67 -6.16 14.36
H 11.98 -6.14 16.09
H 14.55 -11.65 14.57
H 13.07 -11.34 14.22
C 12.67 -14.94 15.61
C 13.50 -14.53 16.81
C 14.04 -15.78 17.62
O 14.81 -16.54 16.67
C 14.92 -18.00 17.03
N 14.61 -13.72 16.40
H 11.85 -15.37 16.19
H 13.06 -15.74 14.98
H 12.33 -14.12 14.98
H 12.95 -13.96 17.56
H 13.27 -16.32 18.17
H 14.69 -15.53 18.46
H 14.99 -18.25 18.08
H 15.83 -18.47 16.66
H 14.10 -18.59 16.60
H 14.20 -13.00 15.82
H 14.83 -13.18 17.22
C 22.11 -14.72 10.66
C 20.98 -13.78 11.23
C 19.63 -13.70 10.49
O 18.65 -14.71 10.54
C 18.65 -15.54 9.42
N 20.81 -14.29 12.55
H 23.10 -14.57 11.09
H 22.31 -14.40 9.64
H 21.81 -15.77 10.65
H 21.36 -12.76 11.28
H 19.70 -13.35 9.47
H 19.10 -12.95 11.08
H 18.79 -14.96 8.51
H 17.77 -16.18 9.40
H 19.47 -16.25 9.39
H 21.67 -14.81 12.66
H 20.13 -15.01 12.31
C 15.09 -10.22 19.74
C 15.51 -11.72 19.91
C 14.38 -12.70 20.43
O 14.25 -12.45 21.76
C 13.32 -13.35 22.54
N 15.98 -12.16 18.60
H 14.21 -9.99 19.14
H 15.93 -9.74 19.23
H 14.82 -9.90 20.74
H 16.28 -11.78 20.68
H 14.69 -13.74 20.32
H 13.49 -12.59 19.81
H 13.05 -12.87 23.48
H 13.75 -14.31 22.84
H 12.47 -13.58 21.89
H 16.67 -12.88 18.75
H 16.58 -11.38 18.33
C 16.61 -12.21 9.55
C 15.93 -10.97 10.22
C 14.64 -11.22 11.13
O 13.63 -11.82 10.32
C 12.25 -11.73 10.77
N 16.98 -10.39 11.05
H 17.43 -11.76 8.99
H 15.84 -12.55 8.85
H 16.90 -12.95 10.30
H 15.72 -10.23 9.44
H 14.19 -10.25 11.32
H 14.91 -11.77 12.03
H 12.36 -12.23 11.73
H 11.54 -12.24 10.12
H 12.00 -10.69 10.97
H 17.76 -10.24 10.43
H 17.30 -11.04 11.75


No. 3
11
Properties=species:S:1:pos:R:3 method="wB97M-V/def2-TZVPD" e_homo_ha="-0.3827 / -0.3835" homo_lumo_gap_ha="0.310 / 0.310" lumo_energy_ev="-1.979 / -2.012"
C 1.22 -1.29 1.14
C 0.14 -0.22 1.03
N 2.13 -1.98 1.12
N 0.31 0.40 -0.23
O 1.45 0.42 -0.72
O -0.03 1.72 -2.09
F -1.93 0.83 0.67
S -0.91 1.27 -0.83
H -0.90 -0.72 1.08
H 0.24 0.45 1.89
H 0.95 1.65 -2.10